A cluster of 6 separate species, C35H40BF40NO12PS in total. Source: the Open Molecules 2025 dataset; level of theory: ωB97M-V with the def2-TZVPD basis set.

E = -192505.2315 eV
HOMO energy = -5.186 eV
LUMO energy = 1.6 eV
charge = -1
orbital gap = 6.7765 eV

Cartesian coordinates (Å):
C -1.387 0.826 -5.478
C -0.740 1.966 -4.551
C 0.589 1.535 -3.762
C 1.752 1.228 -4.845
B 0.382 0.366 -2.626
C 0.049 -1.180 -3.076
P 1.522 -2.137 -3.791
O 1.324 -3.643 -3.440
O 3.023 -1.690 -3.120
O 1.639 -2.064 -5.489
O -0.891 0.778 -1.961
C -0.800 0.581 -0.537
O -1.772 1.389 0.171
C 0.755 0.954 -0.298
C 1.413 0.145 0.952
O 0.595 -0.963 1.399
C 1.079 -2.230 0.883
N 0.958 2.452 -0.091
C 2.231 2.650 -0.251
S 3.886 2.706 -0.487
O 1.376 0.595 -1.555
H -0.738 -0.106 -5.605
H -1.576 1.270 -6.525
H -2.429 0.520 -5.083
H -0.426 2.822 -5.267
H -1.508 2.449 -3.840
H 0.942 2.478 -3.190
H 1.316 0.976 -5.884
H 2.313 2.228 -5.003
H 2.540 0.483 -4.495
H -0.228 -1.745 -2.105
H -0.847 -1.299 -3.770
H 2.932 -1.901 -2.163
H 1.037 -1.349 -5.791
H -1.123 -0.510 -0.424
H -2.555 0.820 0.320
H 1.536 0.899 1.813
H 2.467 -0.233 0.702
H 0.179 -2.862 0.536
H 1.628 -2.781 1.720
H 1.761 -2.121 -0.030
C 5.900 -1.724 4.818
C 6.422 -0.457 4.107
C 5.357 0.513 3.597
F 4.560 -0.041 2.665
F 5.942 1.585 3.006
F 7.263 -0.826 3.111
F 7.192 0.215 5.015
O 5.831 -2.924 4.037
C 4.667 -3.129 3.266
C 4.959 -3.185 1.763
F 5.519 -2.038 1.323
F 3.814 -3.356 1.060
F 3.743 -2.207 3.588
F 4.160 -4.320 3.669
H 6.634 -1.957 5.595
H 4.971 -1.541 5.365
H 4.733 0.882 4.415
H 5.640 -4.005 1.525
C -4.952 -1.379 4.283
C -5.914 -0.756 5.316
C -7.336 -0.482 4.828
F -7.373 0.408 3.817
F -8.085 0.051 5.828
F -5.350 0.365 5.826
F -6.000 -1.638 6.357
O -4.060 -0.485 3.607
C -4.546 0.166 2.453
C -4.585 1.689 2.611
F -5.386 2.063 3.637
F -5.080 2.281 1.496
F -5.736 -0.359 2.105
F -3.691 -0.159 1.456
H -4.286 -2.036 4.850
H -5.466 -2.046 3.584
H -7.827 -1.402 4.499
H -3.586 2.089 2.799
C -6.476 5.129 2.954
C -7.521 5.515 4.023
C -8.699 6.357 3.535
F -8.314 7.554 3.053
F -9.550 6.618 4.562
F -6.890 6.117 5.060
F -8.026 4.347 4.520
O -5.293 5.937 2.897
C -5.349 7.119 2.126
C -5.137 8.378 2.972
F -6.076 8.495 3.936
F -5.223 9.494 2.206
F -6.495 7.148 1.419
F -4.354 7.018 1.217
H -6.106 4.138 3.234
H -6.921 4.985 1.966
H -9.264 5.835 2.759
H -4.158 8.363 3.456
C 5.073 1.029 -8.902
C 4.070 1.688 -7.930
C 2.684 1.984 -8.508
F 2.732 2.860 -9.533
F 1.883 2.546 -7.570
F 4.630 2.805 -7.404
F 3.913 0.824 -6.886
O 6.022 1.895 -9.541
C 5.616 2.540 -10.729
C 5.605 4.066 -10.591
F 4.760 4.471 -9.620
F 5.187 4.651 -11.741
F 4.436 2.041 -11.138
F 6.519 2.183 -11.673
H 5.692 0.367 -8.290
H 4.583 0.364 -9.618
H 2.195 1.069 -8.854
H 6.601 4.444 -10.351
C -0.029 -6.357 3.955
C 0.573 -6.223 5.370
C 2.098 -6.207 5.449
F 2.650 -7.350 4.999
F 2.506 -6.073 6.738
F 0.053 -7.191 6.164
F 0.121 -5.038 5.881
O -0.449 -7.667 3.551
C 0.529 -8.518 2.989
C 0.755 -9.780 3.826
F 1.171 -9.481 5.076
F 1.716 -10.560 3.272
F 1.660 -7.825 2.765
F 0.060 -8.868 1.770
H -0.956 -5.777 3.967
H 0.587 -5.874 3.192
H 2.516 -5.373 4.880
H -0.163 -10.365 3.907

Cartesian forces (eV/Å) of the 6 atoms listed first:
C -0.847 0.567 -0.191
C 0.612 0.709 -0.446
C 0.516 0.477 -1.253
C -0.024 1.438 0.015
B -1.876 1.793 -0.283
C 1.115 -0.894 -0.111